*P*
Here is a structure of composition C6H7ClN2O2 from the OMol25 dataset. Energies are from ωB97M-V with the def2-TZVPD basis set.

Structure (XYZ):
```
18
Properties=species:S:1:pos:R:3
C -1.774 -0.705 -0.942
C -1.871 0.192 0.108
C -0.649 -1.451 -1.112
C 0.520 3.787 -0.704
C -0.906 0.386 0.986
C 0.369 -0.670 0.874
N 0.308 -1.474 -0.232
N 1.532 -0.593 1.657
O -0.307 4.192 -0.004
O 1.413 3.364 -1.278
Cl 2.771 -2.834 -0.921
H -2.753 -0.780 -1.462
H -2.863 0.811 0.110
H -0.506 -2.185 -1.908
H -0.886 0.958 1.890
H 1.756 0.116 2.344
H 1.479 -2.146 -0.490
H 2.365 -0.968 1.085
```

Summary:
**Gap between HOMO and LUMO**: 9.211 eV
**E_HOMO**: -9.074 eV

***

*Q*
Here is the molecule C6H7ClN2O2 from the OMol25 dataset. Energies are from ωB97M-V with the def2-TZVPD basis set.

Structure (XYZ):
```
18
Properties=species:S:1:pos:R:3
C -0.012 1.662 -1.134
C -1.079 1.353 -0.340
C 1.349 1.176 -1.048
C -1.328 0.281 0.558
C 1.774 0.774 0.149
C -0.730 -0.969 0.582
N -0.749 -1.746 1.710
N -0.058 -1.596 -0.480
O 0.233 -0.991 -1.519
O 0.150 -2.818 -0.316
Cl 3.310 0.225 0.310
H -0.304 2.475 -1.899
H -1.894 2.143 -0.571
H 1.934 1.248 -1.871
H -2.007 0.572 1.269
H 1.033 0.943 1.044
H -1.602 -2.252 1.861
H -0.019 -2.479 1.692
```

Summary:
**SMILES**: N/C(=C/C=C\C=C\Cl)[N+](=O)[O-]
**Gap between HOMO and LUMO (spin up / spin down)**: 6.875 / 6.877 eV
**E_HOMO (spin up / spin down)**: -8.210 / -8.211 eV

***

Most stable one: *P*, least stable one: *Q*.

***

*P*
Here is a structure of composition C25H44Cl3HgN4O3SeSi from the OMol25 dataset. Energies are from ωB97M-V with the def2-TZVPD basis set.

Structure (XYZ):
```
82
Properties=species:S:1:pos:R:3
C -1.511 -2.271 -2.967
C -1.072 -3.294 -1.964
H -1.319 -2.597 -3.995
H -0.967 -1.332 -2.789
H -2.587 -2.049 -2.901
C -0.585 -4.508 -2.265
C -0.419 -5.074 -3.640
H -0.305 -5.182 -1.451
H -0.613 -4.342 -4.428
H -1.070 -5.939 -3.818
H 0.602 -5.442 -3.780
Hg -1.169 1.049 -0.927
Cl -2.788 0.207 0.498
Cl 0.581 1.885 -2.153
H 0.681 4.676 4.060
H -1.435 5.840 2.785
C 1.000 4.448 3.031
C -0.969 5.447 1.873
N -0.160 4.278 2.173
H 1.624 3.547 3.039
C -0.540 3.082 1.694
O 0.140 2.055 1.735
H -1.760 5.155 1.175
H -1.557 3.138 1.249
H 1.575 5.313 2.676
H -0.349 6.225 1.412
H 1.500 -1.625 -2.630
H 2.175 -3.827 -1.415
C 2.416 -1.156 -2.213
C 3.104 -3.269 -1.188
N 2.866 -1.850 -1.023
H 2.236 -0.094 -1.996
C 2.793 -1.288 0.208
O 2.632 -0.077 0.434
H 3.563 -3.665 -0.274
H 2.890 -2.010 1.032
H 3.200 -1.262 -2.983
H 3.800 -3.419 -2.027
O -0.056 -1.923 -0.236
C -1.052 -2.788 -0.474
C 0.138 -4.461 1.079
C -1.053 -3.932 0.576
H 1.080 -4.041 0.719
C 0.111 -5.481 2.042
H -1.995 -2.201 -0.368
C -2.275 -4.415 1.043
H 1.054 -5.864 2.431
C -1.120 -5.971 2.497
C -2.305 -5.427 2.006
H -3.202 -4.008 0.640
H -1.145 -6.751 3.260
H -3.267 -5.783 2.377
Si -0.475 4.418 -4.661
Cl -0.770 2.526 -5.532
C 1.379 4.578 -4.405
C -1.689 4.276 -3.238
C -0.954 5.913 -5.725
H 1.771 3.654 -3.962
H 1.600 5.417 -3.731
H 1.888 4.757 -5.365
H -0.310 6.080 -6.600
H -0.878 6.829 -5.118
H -1.986 5.879 -6.093
H -1.455 3.344 -2.705
H -2.710 4.206 -3.644
H -1.627 5.119 -2.539
C 2.595 0.205 3.718
N 1.271 0.452 4.249
C 0.931 1.382 5.212
C -0.420 1.279 5.403
N -0.872 0.293 4.544
C -2.252 -0.118 4.398
C 0.169 -0.247 3.833
Se 0.087 -1.512 2.538
H 3.302 0.865 4.236
H 2.612 0.375 2.631
H 2.861 -0.843 3.902
H 1.674 2.016 5.677
H -1.077 1.821 6.067
H -2.679 -0.317 5.388
H -2.834 0.659 3.887
H -2.268 -1.033 3.799
```

Summary:
**Net charge**: -1
**Gap between HOMO and LUMO**: 5.259 eV
**E_HOMO**: -3.117 eV

***

*Q*
Here is a structure of composition C25H44Cl3HgN4O3SeSi from the OMol25 dataset. Energies are from ωB97M-V with the def2-TZVPD basis set.

Structure (XYZ):
```
82
Properties=species:S:1:pos:R:3
C -3.729 -3.972 2.009
C -2.218 -4.031 2.023
H -4.148 -4.912 2.383
H -4.123 -3.768 1.000
H -4.043 -3.151 2.670
C -1.520 -5.164 2.132
C -2.128 -6.535 2.097
H -0.431 -5.125 2.312
H -2.803 -6.640 1.236
H -2.695 -6.799 3.004
H -1.339 -7.286 1.983
Hg -0.884 1.970 -1.225
Cl -0.887 2.713 1.129
Cl -0.872 1.326 -3.532
C 1.675 0.563 0.738
O 1.288 0.519 -0.443
N 2.930 0.234 1.127
C 3.968 -0.035 0.137
C 3.351 0.477 2.500
H 0.990 0.797 1.574
H 3.506 -0.264 -0.829
H 4.566 -0.889 0.482
H 4.645 0.828 0.040
H 2.472 0.414 3.157
H 3.814 1.475 2.601
H 4.084 -0.286 2.792
H -1.477 -2.751 -2.421
H -0.308 -4.363 -0.883
C -0.539 -2.469 -2.918
C 0.531 -4.232 -1.584
N 0.562 -2.844 -2.050
H -0.512 -1.388 -3.099
C 1.761 -2.170 -2.145
O 1.952 -1.165 -2.834
H 1.477 -4.448 -1.071
H 2.554 -2.655 -1.529
H -0.460 -3.021 -3.871
H 0.396 -4.938 -2.423
O -1.962 -2.582 0.545
C -1.528 -2.657 1.821
C 0.932 -2.576 1.107
C -0.016 -2.616 2.130
H 0.589 -2.367 0.095
C 2.282 -2.836 1.392
H -2.026 -1.889 2.456
C 0.417 -2.645 3.463
H 3.007 -2.997 0.592
C 2.707 -2.917 2.718
C 1.787 -2.767 3.765
H -0.359 -2.559 4.232
H 3.780 -3.064 2.900
H 2.151 -2.759 4.800
Si -4.121 0.379 -0.946
Cl -2.000 -0.143 -0.361
C -4.265 0.119 -2.792
C -4.145 2.256 -0.586
C -5.482 -0.430 0.044
H -3.281 -0.073 -3.243
H -4.677 1.021 -3.274
H -4.945 -0.717 -3.018
H -5.820 -1.373 -0.413
H -6.355 0.249 0.068
H -5.179 -0.621 1.084
H -3.424 2.820 -1.205
H -3.893 2.438 0.475
H -5.154 2.666 -0.796
C 1.049 5.390 1.179
N 1.841 4.603 0.263
C 3.056 4.027 0.573
C 3.478 3.374 -0.554
N 2.477 3.503 -1.498
C 2.515 2.924 -2.823
C 1.472 4.298 -1.016
Se -0.079 4.742 -1.871
H 1.699 6.097 1.706
H 0.544 4.730 1.891
H 0.293 5.935 0.605
H 3.498 4.138 1.545
H 4.383 2.841 -0.772
H 1.581 3.169 -3.342
H 3.364 3.335 -3.387
H 2.602 1.835 -2.740
```

Summary:
**Net charge**: -1
**Gap between HOMO and LUMO**: 5.382 eV
**E_HOMO**: -3.062 eV

***

Most stable one: *P*, least stable one: *Q*.

***

*P*
Here is a structure of composition C37H48AsN6O4PReSSeSi2 from the OMol25 dataset. Energies are from ωB97M-V with the def2-TZVPD basis set.

Structure (XYZ):
```
102
Properties=species:S:1:pos:R:3
Re -0.351 -0.067 -0.452
N -0.620 1.713 1.467
C -1.337 1.243 2.631
C -1.965 2.144 3.483
C -2.582 1.698 4.640
C -2.575 0.344 4.954
C -2.000 -0.560 4.080
C -1.407 -0.121 2.897
P -0.719 -1.314 1.705
C 0.566 -2.033 2.795
C 1.610 -1.182 3.166
C 2.578 -1.590 4.067
C 2.511 -2.865 4.611
C 1.473 -3.713 4.258
C 0.497 -3.302 3.360
C -1.996 -2.606 1.566
C -3.334 -2.382 1.887
C -4.260 -3.406 1.750
C -3.867 -4.653 1.289
C -2.547 -4.869 0.923
C -1.619 -3.849 1.053
H 0.371 1.833 1.675
H -0.974 2.623 1.187
H -1.953 3.201 3.245
H -3.052 2.410 5.305
H -3.021 -0.004 5.875
H -2.011 -1.619 4.307
H 1.632 -0.164 2.789
H 3.370 -0.914 4.358
H 3.251 -3.188 5.329
H 1.407 -4.700 4.695
H -0.323 -3.965 3.129
H -3.652 -1.422 2.269
H -5.292 -3.236 2.026
H -4.587 -5.457 1.217
H -2.241 -5.839 0.552
H -0.583 -4.016 0.790
N 1.846 -0.243 -0.073
C 2.679 0.928 -0.229
C 3.000 1.675 0.892
C 3.699 2.867 0.757
C 4.064 3.293 -0.503
C 3.816 2.521 -1.628
C 3.105 1.332 -1.490
S 4.759 4.998 -0.685
O 4.136 5.433 -1.926
O 6.176 4.757 -0.750
O 4.241 5.649 0.497
H 1.974 -0.637 0.858
H 2.095 -0.975 -0.733
H 2.717 1.332 1.883
H 3.957 3.468 1.618
H 4.184 2.854 -2.588
H 2.899 0.707 -2.358
Se -2.985 -2.589 -3.528
N -4.512 -2.154 -2.821
C -4.293 -1.331 -1.810
C -5.250 -0.713 -0.976
C -4.781 0.156 -0.030
C -3.401 0.395 0.121
N -2.465 -0.181 -0.617
C -2.899 -1.043 -1.578
N -2.042 -1.627 -2.387
H -6.302 -0.928 -1.102
H -5.468 0.669 0.627
H -3.054 1.087 0.875
C -0.275 -4.510 -1.945
C 0.826 -3.608 -1.459
N 2.064 -4.085 -1.640
O 0.636 -2.507 -0.924
H -0.157 -5.513 -1.536
H -0.228 -4.584 -3.033
H -1.240 -4.111 -1.654
H 2.229 -4.978 -2.073
H 2.872 -3.560 -1.345
C 1.764 4.184 -3.672
Si 0.353 4.061 -2.461
C -1.376 4.390 -3.151
C 0.608 4.732 -0.730
As -0.054 1.496 -2.173
Si -0.340 0.646 -4.478
C -2.211 0.790 -4.744
C 0.388 -1.100 -4.458
C 0.573 1.748 -5.702
H 1.504 4.804 -4.532
H 2.071 3.205 -4.034
H 2.630 4.652 -3.189
H -1.596 5.457 -3.206
H -2.136 3.923 -2.521
H -1.477 3.982 -4.158
H 0.631 5.823 -0.768
H 1.567 4.415 -0.316
H -0.197 4.441 -0.053
H -2.770 0.557 -3.836
H -2.559 0.132 -5.541
H -2.475 1.808 -5.034
H 0.278 -1.556 -3.475
H 1.447 -1.075 -4.717
H -0.106 -1.742 -5.191
H 0.269 2.791 -5.615
H 0.346 1.426 -6.721
H 1.655 1.698 -5.587
```

Summary:
**Net charge**: +2
**⟨S²⟩**: 1.00
**Multiplicity**: 2
**Gap between HOMO and LUMO (spin up / spin down)**: 4.360 / 4.201 eV
**E_HOMO (spin up / spin down)**: -11.716 / -11.716 eV

***

*Q*
Here is a structure of composition C37H48AsN6O4PReSSeSi2 from the OMol25 dataset. Energies are from ωB97M-V with the def2-TZVPD basis set.

Structure (XYZ):
```
102
Properties=species:S:1:pos:R:3
Re -0.161 -0.499 -0.173
N 0.017 0.407 2.184
C 1.318 0.256 2.826
C 1.412 0.254 4.212
C 2.654 0.186 4.823
C 3.809 0.121 4.050
C 3.709 0.070 2.670
C 2.457 0.104 2.053
P 2.284 -0.035 0.258
C 3.201 1.473 -0.221
C 2.624 2.691 0.152
C 3.280 3.890 -0.069
C 4.533 3.884 -0.671
C 5.120 2.680 -1.033
C 4.465 1.474 -0.806
C 3.364 -1.427 -0.209
C 3.760 -2.410 0.699
C 4.575 -3.456 0.284
C 4.997 -3.536 -1.035
C 4.570 -2.586 -1.956
C 3.751 -1.544 -1.546
H -0.164 1.387 1.961
H -0.716 0.111 2.821
H 0.510 0.322 4.813
H 2.721 0.202 5.904
H 4.783 0.107 4.522
H 4.602 -0.002 2.061
H 1.673 2.698 0.678
H 2.828 4.824 0.242
H 5.062 4.814 -0.832
H 6.104 2.670 -1.485
H 4.957 0.547 -1.063
H 3.459 -2.350 1.736
H 4.901 -4.201 1.001
H 5.660 -4.334 -1.347
H 4.889 -2.652 -2.989
H 3.434 -0.791 -2.255
N -0.326 1.545 -1.004
C -1.463 2.325 -0.545
C -1.293 3.211 0.502
C -2.397 3.860 1.045
C -3.656 3.607 0.524
C -3.816 2.779 -0.584
C -2.711 2.124 -1.112
S -5.120 4.249 1.404
O -6.057 3.136 1.272
O -5.473 5.437 0.672
O -4.612 4.429 2.750
H 0.542 2.044 -0.840
H -0.360 1.363 -2.000
H -0.301 3.407 0.907
H -2.294 4.552 1.873
H -4.803 2.659 -1.014
H -2.817 1.466 -1.977
Se 0.051 -4.684 -2.518
N 0.621 -5.615 -1.157
C 0.709 -4.801 -0.124
C 1.106 -5.135 1.200
C 1.064 -4.143 2.125
C 0.670 -2.826 1.775
N 0.319 -2.452 0.563
C 0.337 -3.433 -0.402
N -0.038 -3.160 -1.624
H 1.419 -6.145 1.438
H 1.340 -4.342 3.152
H 0.645 -2.057 2.535
C 1.736 -1.868 -4.207
C 1.209 -0.532 -3.762
N 1.103 0.386 -4.726
O 0.890 -0.266 -2.586
H 2.668 -1.747 -4.760
H 1.010 -2.340 -4.874
H 1.905 -2.505 -3.349
H 1.359 0.183 -5.678
H 0.765 1.312 -4.526
C -5.720 0.641 0.296
Si -4.459 -0.077 1.424
C -4.771 -1.820 2.017
C -3.720 1.024 2.713
As -2.501 -0.757 -0.113
Si -3.491 -2.185 -1.848
C -3.336 -3.899 -1.103
C -2.495 -1.845 -3.398
C -5.281 -1.759 -2.100
H -6.685 0.136 0.409
H -5.415 0.576 -0.747
H -5.871 1.700 0.543
H -5.461 -1.838 2.866
H -3.838 -2.296 2.333
H -5.208 -2.431 1.222
H -4.473 1.224 3.485
H -3.437 1.995 2.294
H -2.855 0.564 3.200
H -2.407 -4.021 -0.541
H -3.380 -4.676 -1.872
H -4.162 -4.083 -0.411
H -1.468 -1.574 -3.151
H -2.948 -1.029 -3.967
H -2.472 -2.725 -4.052
H -5.847 -1.806 -1.168
H -5.727 -2.481 -2.794
H -5.419 -0.767 -2.535
```

Summary:
**Net charge**: +2
**⟨S²⟩**: 0.98
**Multiplicity**: 2
**Gap between HOMO and LUMO (spin up / spin down)**: 4.905 / 4.737 eV
**E_HOMO (spin up / spin down)**: -12.094 / -12.094 eV

***

Most stable one: *Q*, least stable one: *P*.